Model a:
Density functional theory data (ωB97M-V/def2-TZVPD) for a cluster of 2 separate species, C3H10N2 in total.

The expectation value of S² is 0.757. As for the spin multiplicity: 2. The calculation puts the lowest unoccupied orbital energy (alpha / beta) at -7.67 / -7.67 eV. Its charge is +1. For the HOMO-LUMO gap (alpha / beta), the calculation gives 0.2395 / 0.2398 Ha.

Positions of all 15 atoms, in Å:
H 0.132 0.407 1.298
C -1.391 0.082 -0.055
C -0.028 0.858 0.223
N -1.307 -1.298 0.216
C 1.136 0.466 -0.715
H 2.066 -1.063 0.358
H -2.179 -1.763 -0.013
H 0.548 0.062 2.001
H 0.699 -1.501 -0.353
H 2.033 1.063 -0.517
H -1.658 0.398 -1.064
H -0.366 1.907 0.201
H 0.816 0.686 -1.726
N 1.534 -0.937 -0.501
H -2.036 0.632 0.645

---

Model b:
Density functional theory data (ωB97M-V/def2-TZVPD) for the ion C3H10N2 with charge +1.

The expectation value of S² is 0.757. As for the spin multiplicity: 2. The calculation puts the lowest unoccupied orbital energy (alpha / beta) at -3.45 / -9.08 eV. Its charge is +1. For the HOMO-LUMO gap (alpha / beta), the calculation gives 0.4108 / 0.1649 Ha.

Positions of all 15 atoms, in Å:
C -1.050 0.662 -0.996
H 0.956 -2.189 2.094
H -1.424 -0.311 -1.439
C -0.452 0.459 0.410
H 0.211 1.321 0.535
H -1.309 0.264 1.177
N 0.007 1.168 -1.967
N 0.797 -1.121 1.893
H 1.133 -1.011 -0.237
H 0.851 0.600 -1.862
H 1.584 -0.454 2.205
C 0.461 -0.934 0.506
H -1.989 1.311 -0.837
H -0.121 -1.843 0.221
H 0.345 2.080 -1.702

---

Which of them is the most stable? Correct choice: model b.

---

Model a:
Density functional theory data (ωB97M-V/def2-TZVPD) for a cluster of 2 separate species, C4H12NOS in total.

The calculation puts the lowest unoccupied orbital energy at 3.70 eV. Its charge is -1. For the HOMO-LUMO gap, the calculation gives 0.2402 Ha.

Positions of all 19 atoms, in Å:
H 0.202 -1.595 1.598
C -0.490 -0.252 0.288
H -3.832 -0.136 1.636
H 0.161 1.409 1.341
H -3.116 -1.414 0.557
H -1.609 0.678 1.868
C 0.571 0.651 0.717
H 1.328 0.148 1.350
H 1.852 -0.281 -2.034
C 0.045 -1.610 0.491
H -1.048 0.024 -0.615
H -3.190 0.235 -0.015
S 1.275 1.660 -0.701
H 0.838 -1.814 -0.247
N -1.682 -0.144 1.302
H -0.618 -2.467 0.351
C -3.015 -0.353 0.879
H 2.022 -1.376 -1.104
O 1.965 -1.197 -2.103

---

Model b:
Density functional theory data (ωB97M-V/def2-TZVPD) for a cluster of 2 separate species, C4H12NOS in total.

The calculation puts the lowest unoccupied orbital energy at 3.26 eV. Its charge is -1. For the HOMO-LUMO gap, the calculation gives 0.2265 Ha.

Positions of all 19 atoms, in Å:
H 0.511 -0.642 0.294
H -1.121 -0.038 2.775
C -0.068 1.540 1.690
H 0.182 1.708 0.644
H 0.254 -3.340 1.206
H -1.624 0.209 1.120
H 0.853 1.124 -3.630
H 0.991 -1.055 1.996
H -1.091 0.163 -2.902
H 0.851 1.575 2.286
H 1.789 0.105 -2.825
C -0.159 -0.059 -2.333
H -0.733 2.326 2.065
C 0.162 -0.941 1.293
S -0.780 -2.497 1.280
O -0.036 0.657 -1.211
H -0.153 -1.161 -2.160
N 0.921 0.146 -3.357
C -0.749 0.180 1.770

---

Which of them is the most stable? Correct choice: model b.

---

Model a:
Density functional theory data (ωB97M-V/def2-TZVPD) for a cluster of 2 separate species, C4H12NOS in total.

The calculation puts the lowest unoccupied orbital energy at 3.97 eV. Its charge is -1. For the HOMO-LUMO gap, the calculation gives 0.2572 Ha.

Positions of all 19 atoms, in Å:
H -3.200 -1.618 1.300
C -2.123 -1.474 1.171
H -0.087 0.377 0.397
H 3.246 0.309 -2.025
S 0.350 0.566 -1.615
O -0.386 0.239 1.353
H 1.602 2.133 -0.228
H -2.316 0.569 0.584
C -1.759 0.015 1.360
H -2.467 -2.105 -0.764
C 1.758 1.600 -1.175
H 1.916 2.431 -1.877
H 2.969 0.085 -0.264
N -1.721 -2.067 -0.092
C 3.073 0.809 -1.072
H -0.908 -1.622 -0.504
H -1.624 -2.007 1.993
H -2.239 0.284 2.313
H 3.917 1.477 -0.856

---

Model b:
Density functional theory data (ωB97M-V/def2-TZVPD) for a cluster of 2 separate species, C4H12NOS in total.

The calculation puts the lowest unoccupied orbital energy at 3.53 eV. Its charge is -1. For the HOMO-LUMO gap, the calculation gives 0.2319 Ha.

Positions of all 19 atoms, in Å:
O -2.153 -2.776 1.217
C -1.049 1.057 0.766
H -2.168 -1.826 1.499
H 0.036 -0.721 0.741
H 2.393 0.731 -1.579
H -0.517 0.483 -1.974
H 1.167 1.869 0.452
C 0.081 0.187 0.130
H 2.509 -0.565 -0.446
S -2.605 0.418 1.513
H -1.794 -2.516 0.359
H -1.281 -0.798 -1.106
H -0.564 1.598 1.583
H -1.291 1.871 0.072
H 3.380 0.975 -0.188
C 2.427 0.526 -0.485
C -0.303 -0.323 -1.266
N 1.344 0.874 0.381
H 0.389 -1.064 -1.669

---

Which of them is the most stable? Correct choice: model a.

---

Model a:
Density functional theory data (ωB97M-V/def2-TZVPD) for a structure of composition CH3Br2PS.

The calculation puts the lowest unoccupied orbital energy at -1.31 eV. For the HOMO-LUMO gap, the calculation gives 0.2936 Ha.

Positions of all 8 atoms, in Å:
S 1.529 0.195 2.212
H -1.601 0.911 -0.225
Br 1.256 2.163 -0.595
C -1.354 -0.204 -0.201
H -1.432 -0.997 0.589
Br 2.010 -1.410 -0.956
P 0.957 0.174 0.378
H -1.365 -0.832 -1.201

---

Model b:
Density functional theory data (ωB97M-V/def2-TZVPD) for a cluster of 2 separate species, CH3Br2PS in total.

The calculation puts the lowest unoccupied orbital energy (alpha / beta) at -3.35 / -0.42 eV. For the HOMO-LUMO gap (alpha / beta), the calculation gives 0.2078 / 0.3414 Ha.

Positions of all 8 atoms, in Å:
P 1.544 -0.105 0.570
H -2.503 -1.053 0.227
Br 3.000 -1.445 -0.526
S 2.602 0.939 1.894
H -1.841 -0.144 -1.257
C -2.039 -0.183 -0.207
H -1.814 0.662 0.410
Br 1.050 1.328 -1.110

---

Which of them is the most stable? Correct choice: model a.

---

Model a:
Density functional theory data (ωB97M-V/def2-TZVPD) for a cluster of 2 separate species, CH4N3 in total.

The calculation puts the lowest unoccupied orbital energy (alpha / beta) at -6.00 / -7.56 eV. Its charge is +1. For the HOMO-LUMO gap (alpha / beta), the calculation gives 0.3735 / 0.2964 Ha.

Positions of all 8 atoms, in Å:
C 0.169 -0.082 -0.186
N 1.215 0.639 -0.368
N 1.285 -0.707 0.121
H 1.489 -1.500 -0.480
H 1.465 1.847 1.073
H -1.602 0.662 -0.492
H -1.680 -0.987 -0.042
N -1.172 -0.213 -0.244

---

Model b:
Density functional theory data (ωB97M-V/def2-TZVPD) for the ion CH4N3 with charge +1.

The calculation puts the lowest unoccupied orbital energy (alpha / beta) at -5.78 / -5.78 eV. Its charge is +1. For the HOMO-LUMO gap (alpha / beta), the calculation gives 0.3338 / 0.3338 Ha.

Positions of all 8 atoms, in Å:
C -0.443 0.336 -0.360
N 0.028 -1.378 1.315
H -0.714 2.291 -0.713
N -0.072 1.520 -0.505
H 0.102 -2.360 1.315
N 0.026 -0.807 0.184
H 0.932 1.733 -0.497
H 0.141 -1.333 -0.740

---

Which of them is the most stable? Correct choice: model b.

---

Model a:
Density functional theory data (ωB97M-V/def2-TZVPD) for a cluster of 2 separate species, CH4N3 in total.

The calculation puts the lowest unoccupied orbital energy (alpha / beta) at -6.06 / -8.35 eV. Its charge is +1. For the HOMO-LUMO gap (alpha / beta), the calculation gives 0.3616 / 0.3009 Ha.

Positions of all 8 atoms, in Å:
H -2.066 -0.730 -0.226
H -0.001 1.452 0.792
H 0.064 1.331 -1.073
N -1.140 -1.154 -0.185
N 2.287 -0.454 0.119
H -0.966 -1.667 0.676
N 1.421 0.229 0.002
C 0.400 0.994 -0.104

---

Model b:
Density functional theory data (ωB97M-V/def2-TZVPD) for the ion CH4N3 with charge +1.

The calculation puts the lowest unoccupied orbital energy at -4.69 eV. As for the SMILES: [NH2+]=C1NN1. Its charge is +1. For the HOMO-LUMO gap, the calculation gives 0.4283 Ha.

Positions of all 8 atoms, in Å:
N -1.042 -0.777 -0.097
N 1.287 -0.027 -0.035
H -1.468 1.285 -0.777
H 1.928 -0.770 0.093
C 0.005 0.052 0.022
N -1.093 0.742 0.067
H 1.981 0.675 0.096
H -1.597 -1.180 0.631

---

Which of them is the most stable? Correct choice: model b.

---

Model a:
Density functional theory data (ωB97M-V/def2-TZVPD) for the ion C5H12NO2 with charge -1.

The calculation puts the lowest unoccupied orbital energy at 3.75 eV. As for the SMILES: C[C@H](NC[O-])[C@@H](C)O. Its charge is -1. For the HOMO-LUMO gap, the calculation gives 0.2306 Ha.

Positions of all 20 atoms, in Å:
H -1.677 -1.159 1.353
H -2.181 0.044 -0.581
H 0.003 1.781 -1.510
O -1.246 0.778 -2.512
H -0.173 -1.658 1.836
H 2.201 -0.506 1.289
H 0.964 -0.010 -1.515
H 2.479 0.785 0.228
H -1.762 2.313 -1.367
C -0.721 -0.786 1.688
H -0.613 -1.727 -0.523
C -0.327 0.258 0.531
O 0.353 -1.803 -0.510
C 0.789 -0.427 -0.393
N -1.530 0.682 -0.257
C -1.020 1.522 -1.520
H 0.129 1.169 0.933
C 2.120 -0.306 0.215
H 3.020 -0.677 0.003
H -0.807 -0.271 2.613

---

Model b:
Density functional theory data (ωB97M-V/def2-TZVPD) for a cluster of 2 separate species, C5H12NO2 in total.

The calculation puts the lowest unoccupied orbital energy at 3.78 eV. Its charge is -1. For the HOMO-LUMO gap, the calculation gives 0.2407 Ha.

Positions of all 20 atoms, in Å:
H -2.463 -2.850 -3.207
N -2.170 -1.619 -1.733
O -2.172 -1.314 -0.444
C -2.495 -2.776 -2.105
H -0.041 -1.024 -0.563
C 1.347 1.695 1.397
O -0.359 0.176 1.912
C 0.744 -0.386 -0.273
H -0.465 1.868 -1.015
H 1.028 1.875 2.348
H -1.016 -0.525 1.567
C -0.858 1.399 -0.068
H -1.366 2.118 0.536
H 1.323 2.558 0.633
H -1.582 0.685 -0.278
H 1.187 0.085 -1.095
H 1.638 -0.781 0.291
C 0.260 0.704 0.730
H 2.442 1.433 1.356
H -2.411 -3.695 -1.581

---

Model c:
Density functional theory data (ωB97M-V/def2-TZVPD) for a structure of composition C5H12NO2.

The calculation puts the lowest unoccupied orbital energy at 4.16 eV. Its charge is -1. For the HOMO-LUMO gap, the calculation gives 0.2492 Ha.

Positions of all 20 atoms, in Å:
O 1.897 -1.848 -0.935
H -2.048 0.139 1.602
N -0.536 0.961 -0.411
H -0.311 1.822 2.141
H -1.222 -1.319 0.999
H -2.621 0.897 -0.602
H 0.074 1.589 2.701
C 0.530 0.167 -0.658
C -1.769 0.231 -0.468
H 2.796 -0.568 0.281
H -1.763 -0.533 -1.283
H -0.112 -1.924 -0.603
O 2.633 0.347 0.590
H -3.001 -1.153 0.796
H 2.465 0.740 -1.477
C 0.758 -1.288 -0.806
C 1.908 0.850 -0.541
H 0.598 -0.397 -1.779
C -2.043 -0.632 0.828
H 1.767 1.919 -0.376

---

Model d:
Density functional theory data (ωB97M-V/def2-TZVPD) for the ion C5H12NO2 with charge -1.

The calculation puts the lowest unoccupied orbital energy at 3.59 eV. As for the SMILES: [O-]CCNCCCO. Its charge is -1. For the HOMO-LUMO gap, the calculation gives 0.2178 Ha.

Positions of all 20 atoms, in Å:
H -1.978 -0.646 -1.533
C 1.255 1.098 1.160
H -1.113 -2.701 -2.334
H 0.035 -0.930 0.473
C -0.497 -0.135 -0.063
C -0.887 -0.701 -1.441
H -1.238 0.240 0.624
H 0.225 1.714 -0.566
H 0.462 3.058 1.087
H -0.671 -2.691 0.159
C 0.400 2.248 1.841
O -0.120 -2.977 -0.574
H 2.273 1.412 0.902
N 0.635 0.859 -0.207
H 0.847 2.632 2.797
H 0.556 -2.218 -2.223
C -0.398 -2.138 -1.701
H 1.393 0.115 1.618
O -0.853 1.860 2.156
H -0.325 -0.099 -2.175

---

Which of them is the most stable? Correct choice: model d.

---

Model a:
Density functional theory data (ωB97M-V/def2-TZVPD) for a structure of composition C5H12NO2.

The calculation puts the lowest unoccupied orbital energy at 3.74 eV. Its charge is -1. For the HOMO-LUMO gap, the calculation gives 0.2427 Ha.

Positions of all 20 atoms, in Å:
O -2.270 1.108 -1.452
H -1.011 -0.836 -1.060
H 0.208 1.350 -0.633
H 3.503 -0.896 -0.562
N 1.523 -0.882 0.084
O 2.927 1.149 -0.228
H -3.397 -0.851 0.099
H 2.042 -1.546 0.646
C 2.752 -0.059 -0.655
H -2.680 0.189 1.217
H 1.365 0.836 1.408
H 2.514 -0.137 -1.741
C -0.337 0.848 0.168
C 0.764 0.062 0.895
H -1.511 0.521 -1.729
C -2.411 -0.557 0.445
C -1.436 0.034 -0.537
H -2.077 -1.374 1.117
H -0.747 1.574 0.862
H 0.279 -0.533 1.656

---

Model b:
Density functional theory data (ωB97M-V/def2-TZVPD) for a cluster of 2 separate species, C5H12NO2 in total.

The calculation puts the lowest unoccupied orbital energy at 3.96 eV. Its charge is -1. For the HOMO-LUMO gap, the calculation gives 0.2286 Ha.

Positions of all 20 atoms, in Å:
H -0.947 -2.017 -1.510
C -1.074 -1.874 0.663
C -1.300 -1.331 -0.744
O 1.844 2.742 -1.644
H -2.367 -1.227 -0.871
H 0.789 -1.591 0.968
C -0.553 0.031 -0.921
H -1.225 0.901 -0.988
H -1.279 -1.044 1.344
H 1.707 1.804 -1.825
H -0.763 1.476 1.288
H -1.711 -2.736 0.882
H 1.984 1.104 2.084
H -0.154 0.020 -1.944
C 0.538 0.418 0.051
C 0.296 1.173 1.195
N 1.081 1.573 2.176
O 0.249 -2.386 0.824
H 1.358 2.761 -0.804
H 1.527 0.202 -0.221

---

Model c:
Density functional theory data (ωB97M-V/def2-TZVPD) for a cluster of 3 separate species, C5H12NO2 in total.

The calculation puts the lowest unoccupied orbital energy at 1.36 eV. Its charge is -1. For the HOMO-LUMO gap, the calculation gives 0.1881 Ha.

Positions of all 20 atoms, in Å:
H 2.867 0.956 0.784
O 0.791 -1.115 -1.868
O -3.563 0.282 -0.047
H -2.562 -0.231 1.693
H 0.916 2.229 -0.549
H -0.508 -2.262 0.707
H 1.310 1.468 -0.207
H -2.375 -1.306 0.207
C -2.539 -0.234 0.580
H 2.665 -0.701 -1.190
C -0.050 -0.259 0.652
H -0.208 -1.498 0.535
H -1.290 0.127 -1.066
H -1.256 1.458 0.192
C 1.655 -0.289 -1.353
N 2.223 0.220 1.061
C -1.175 0.393 -0.014
C 1.262 0.238 0.164
H 1.768 0.620 -2.013
H 0.065 -0.095 1.728

---

Which of them is the most stable? Correct choice: model b.